ORCA calculation (ωB97M-V/def2-TZVPD) on a 14-piece molecular cluster, C91H210N14O14 overall.

```
329
Properties=species:S:1:pos:R:3:mulliken_charge:R:1
C 3.528 9.409 5.264 -2.090
C 3.420 8.009 4.640 2.123
C 4.039 7.000 5.565 -1.800
C 3.693 5.595 5.239 0.450
C 2.199 5.472 5.150 -0.561
C 1.550 6.409 4.178 2.141
N 1.914 7.765 4.613 -0.049
O 1.289 8.664 3.717 -0.476
C 1.831 6.051 2.709 -0.378
C 0.058 6.321 4.417 -2.036
C 4.043 7.983 3.281 -1.520
H 2.796 9.495 6.108 0.428
H 3.260 10.197 4.579 0.405
H 4.484 9.643 5.736 0.390
H 5.108 7.255 5.533 0.454
H 3.678 7.212 6.547 0.399
H 4.036 5.012 6.054 0.685
H 4.187 5.345 4.309 -0.457
H 1.821 5.781 6.131 0.550
H 1.780 4.455 4.906 -0.821
H 1.694 6.990 2.211 0.650
H 2.845 5.714 2.704 -0.278
H 1.102 5.270 2.420 -0.538
H -0.266 5.266 4.228 -0.193
H -0.289 6.675 5.349 0.644
H -0.472 6.939 3.693 0.612
H 5.063 8.339 3.287 0.471
H 3.484 8.572 2.546 0.334
H 4.100 6.937 2.877 0.140
H 0.570 9.057 4.271 0.384
C -3.720 1.061 -3.497 -0.994
C -4.215 1.032 -4.944 2.143
C -5.388 2.024 -5.052 -1.433
C -5.910 2.162 -6.500 -0.883
C -4.807 2.711 -7.402 -1.209
C -3.462 1.931 -7.239 1.302
N -3.192 1.712 -5.809 -0.021
O -1.949 0.933 -5.698 1.965
C -3.462 0.655 -8.076 -1.305
C -2.352 2.866 -7.811 -1.391
C -4.601 -0.438 -5.313 -1.176
H -3.348 2.031 -3.214 -0.010
H -2.910 0.366 -3.281 -1.283
H -4.583 0.882 -2.821 0.517
H -6.162 1.607 -4.387 0.427
H -5.095 2.976 -4.675 0.441
H -6.776 2.809 -6.417 0.509
H -6.277 1.180 -6.854 0.329
H -4.696 3.783 -7.163 0.380
H -5.120 2.659 -8.429 0.417
H -2.532 0.046 -7.857 -0.122
H -4.320 -0.060 -7.987 0.334
H -3.335 0.922 -9.109 0.541
H -2.477 3.857 -7.300 0.280
H -1.281 2.549 -7.531 -0.120
H -2.466 2.968 -8.885 0.522
H -5.383 -0.896 -4.654 0.356
H -3.721 -1.050 -5.233 -0.147
H -4.972 -0.577 -6.305 0.423
H -1.315 1.549 -5.320 -0.475
C 1.368 0.863 -6.404 -1.242
C 2.847 0.486 -6.232 1.887
C 3.283 1.240 -4.992 -0.444
C 4.545 0.744 -4.294 -1.301
C 4.445 -0.709 -4.050 -1.024
C 4.131 -1.506 -5.245 2.082
N 2.898 -0.953 -5.894 1.108
O 2.565 -1.681 -7.052 -0.716
C 5.403 -1.736 -6.067 -2.018
C 3.778 -2.920 -4.756 -2.152
C 3.688 0.933 -7.478 -1.790
H 0.958 0.297 -7.235 0.453
H 1.282 1.920 -6.657 0.665
H 0.773 0.669 -5.545 -0.691
H 3.490 2.294 -5.277 0.592
H 2.459 1.229 -4.264 -0.567
H 4.593 1.365 -3.384 0.512
H 5.390 0.962 -4.915 0.459
H 3.742 -0.886 -3.276 -0.379
H 5.354 -1.075 -3.585 0.495
H 5.912 -0.816 -6.278 0.426
H 6.119 -2.296 -5.511 0.478
H 5.267 -2.306 -7.003 0.331
H 4.534 -3.194 -4.041 0.696
H 2.808 -2.866 -4.193 0.118
H 3.632 -3.676 -5.597 0.365
H 3.080 0.634 -8.373 0.343
H 4.668 0.507 -7.539 0.322
H 3.779 2.038 -7.514 0.391
H 1.840 -2.262 -6.732 0.468
C -5.559 2.389 2.309 -2.229
C -5.072 3.164 1.035 1.819
C -5.733 4.550 1.033 -1.584
C -4.947 5.565 0.261 -0.839
C -3.544 5.538 0.807 -1.554
C -2.814 4.188 0.552 1.749
N -3.611 3.246 1.312 -0.064
O -3.106 1.914 1.216 3.244
C -2.662 3.879 -0.940 -0.512
C -1.479 4.238 1.235 -1.466
C -5.498 2.312 -0.230 -0.954
H -5.097 2.711 3.231 0.367
H -5.254 1.343 2.201 0.178
H -6.621 2.470 2.503 0.539
H -6.788 4.430 0.733 0.366
H -5.876 4.927 2.009 0.576
H -5.487 6.483 0.426 0.491
H -4.919 5.540 -0.787 0.377
H -3.643 5.693 1.887 0.299
H -2.938 6.332 0.357 0.544
H -3.651 3.904 -1.444 0.168
H -2.049 4.623 -1.469 0.499
H -2.201 2.891 -1.009 -0.836
H -0.944 3.266 1.178 -0.702
H -0.809 5.017 0.840 0.992
H -1.597 4.372 2.308 0.220
H -5.835 2.995 -1.019 0.487
H -6.321 1.609 -0.035 0.302
H -4.715 1.714 -0.739 -0.532
H -3.288 1.563 0.368 -1.463
C 0.424 -4.528 -2.619 -0.535
C 0.286 -5.247 -1.282 3.239
C -1.116 -5.855 -1.211 -0.996
C -1.259 -7.049 -2.142 -0.593
C -0.216 -8.096 -1.682 -1.240
C 1.180 -7.573 -1.782 1.630
N 1.235 -6.339 -0.937 0.144
O 2.590 -5.834 -1.119 -0.581
C 2.115 -8.610 -1.170 -1.870
C 1.627 -7.454 -3.273 -1.466
C 0.506 -4.312 -0.055 -0.509
H -0.191 -3.657 -2.776 -0.793
H 0.201 -5.143 -3.467 0.168
H 1.471 -4.241 -2.819 0.361
H -1.289 -6.162 -0.172 0.216
H -1.732 -5.049 -1.543 -0.113
H -1.070 -6.844 -3.198 0.201
H -2.277 -7.493 -2.142 0.464
H -0.278 -9.029 -2.266 0.440
H -0.391 -8.329 -0.606 0.174
H 3.122 -8.157 -1.068 0.359
H 1.761 -8.854 -0.186 0.389
H 2.253 -9.528 -1.741 0.379
H 2.573 -6.890 -3.363 0.263
H 1.835 -8.396 -3.782 0.478
H 0.897 -6.938 -3.876 0.205
H -0.277 -3.553 -0.082 -1.206
H 1.531 -3.859 -0.110 -0.152
H 0.402 -4.834 0.898 0.271
H 3.086 -6.076 -0.319 0.305
C -4.270 -3.427 4.690 -1.416
C -4.784 -1.949 5.058 1.982
C -6.179 -2.049 5.670 -1.455
C -6.138 -2.493 7.129 -0.535
C -5.279 -1.535 7.874 -1.197
C -3.848 -1.594 7.415 1.331
N -3.951 -1.157 5.954 0.138
O -2.621 -1.052 5.423 1.317
C -3.079 -0.478 8.145 -2.118
C -3.115 -2.974 7.660 -1.449
C -4.816 -1.141 3.740 -2.310
H -4.667 -3.767 3.732 0.461
H -4.500 -4.199 5.485 0.184
H -3.198 -3.319 4.609 0.050
H -6.714 -1.120 5.544 0.497
H -6.745 -2.799 5.119 0.367
H -5.695 -3.526 7.115 0.289
H -7.103 -2.530 7.635 0.450
H -5.260 -1.775 8.943 0.446
H -5.667 -0.535 7.732 0.318
H -2.048 -0.467 7.823 0.220
H -3.491 0.491 7.906 0.406
H -3.013 -0.747 9.186 0.606
H -3.118 -3.129 8.715 0.559
H -3.471 -3.897 7.163 0.177
H -2.094 -2.847 7.356 0.235
H -3.915 -1.216 3.167 0.073
H -4.836 -0.100 4.029 0.482
H -5.585 -1.490 3.075 0.593
H -2.519 -0.071 5.283 -0.566
C 6.881 2.639 -0.111 -1.495
C 7.006 1.264 0.532 1.583
C 8.446 1.135 1.083 -1.327
C 8.698 1.925 2.310 -0.564
C 7.717 1.473 3.362 -1.771
C 6.321 1.672 3.000 2.684
N 6.102 1.011 1.668 0.188
O 4.760 1.310 1.268 0.658
C 5.521 0.826 3.993 -2.031
C 5.902 3.125 3.066 -1.783
C 6.741 0.259 -0.557 -1.806
H 5.862 2.894 -0.450 -0.150
H 7.515 2.703 -0.985 0.575
H 7.275 3.349 0.631 0.429
H 8.581 0.089 1.376 0.382
H 9.050 1.472 0.247 0.429
H 8.614 2.974 2.048 0.412
H 9.735 1.732 2.655 0.352
H 7.905 1.953 4.329 0.445
H 7.929 0.417 3.592 0.331
H 4.439 0.838 3.868 -0.080
H 5.689 -0.218 3.874 0.564
H 5.658 1.226 5.027 0.415
H 5.939 3.488 4.118 0.496
H 6.470 3.826 2.469 0.455
H 4.854 3.240 2.695 -0.026
H 5.723 0.437 -0.993 -0.086
H 6.787 -0.814 -0.264 0.284
H 7.544 0.395 -1.301 0.631
H 4.365 0.411 1.240 -0.239
C 2.636 -2.014 2.723 0.457
C 3.924 -2.121 1.871 1.010
C 4.110 -3.593 1.594 0.563
O 5.394 -3.698 1.075 -0.349
C 5.657 -4.897 0.442 -0.513
N 3.860 -1.276 0.659 0.685
H 2.250 -1.031 2.779 -0.797
H 2.898 -2.357 3.723 1.047
H 1.913 -2.674 2.244 -1.403
H 4.727 -1.784 2.527 -0.316
H 3.399 -3.944 0.822 -0.648
H 4.045 -4.164 2.556 0.538
H 6.687 -4.811 0.084 0.326
H 4.977 -5.109 -0.497 0.026
H 5.644 -5.788 1.067 0.329
H 2.965 -1.430 0.085 -0.381
H 4.694 -1.421 0.112 0.251
C -0.955 2.287 6.437 -1.648
C -1.430 2.343 4.982 0.492
C -0.453 1.716 4.116 0.415
O 0.712 2.517 4.004 -0.555
C 1.758 1.724 3.376 -0.554
N -2.663 1.643 4.820 0.069
H -1.674 2.783 7.103 0.485
H 0.005 2.754 6.575 0.255
H -0.771 1.266 6.749 0.194
H -1.477 3.392 4.649 0.462
H -0.955 1.577 3.131 -0.895
H -0.241 0.706 4.546 0.372
H 1.684 0.705 3.740 0.472
H 2.687 2.057 3.788 0.186
H 1.803 1.825 2.286 0.053
H -2.957 1.722 3.856 -0.625
H -3.419 2.076 5.407 0.376
C 0.249 -3.563 5.690 -0.858
C -0.021 -4.969 5.235 0.626
C 0.205 -5.040 3.705 0.591
O 0.276 -6.328 3.200 -0.417
C -0.952 -7.064 3.113 -0.524
N 1.034 -5.728 5.904 -0.881
H 0.527 -3.466 6.733 0.566
H -0.607 -2.949 5.421 -0.173
H 1.100 -3.062 5.218 -0.196
H -0.903 -5.396 5.617 0.479
H 1.137 -4.494 3.525 -0.324
H -0.567 -4.459 3.192 -0.064
H -1.548 -6.481 2.409 0.102
H -1.505 -7.212 4.032 0.292
H -0.681 -7.997 2.662 0.260
H 1.117 -6.648 5.440 0.253
H 0.800 -5.938 6.858 0.247
C -3.502 -2.376 -2.220 -0.430
C -4.372 -1.892 -1.064 0.256
C -4.765 -2.962 -0.094 -0.377
O -5.541 -3.956 -0.714 -0.400
C -6.147 -4.908 0.090 -0.651
N -3.756 -0.739 -0.368 1.777
H -3.951 -3.114 -2.832 1.303
H -2.550 -2.816 -1.870 -0.549
H -3.168 -1.457 -2.700 -0.894
H -5.258 -1.470 -1.551 0.478
H -5.363 -2.621 0.747 0.392
H -3.833 -3.408 0.316 0.035
H -6.834 -4.439 0.902 0.223
H -5.407 -5.492 0.642 0.247
H -6.664 -5.620 -0.553 0.302
H -4.312 -0.569 0.442 -0.154
H -2.808 -0.996 -0.063 -1.493
C -1.665 -4.838 -7.227 -1.584
C -1.906 -3.377 -6.964 1.958
C -0.650 -2.557 -7.142 -0.569
O 0.265 -2.601 -5.951 -0.307
C -0.150 -1.896 -4.767 1.949
N -2.763 -2.763 -7.930 -0.684
H -0.809 -5.287 -6.674 0.215
H -1.391 -5.075 -8.282 0.385
H -2.554 -5.471 -6.964 0.397
H -2.240 -3.248 -5.917 -0.457
H -0.925 -1.504 -7.260 -0.475
H -0.011 -2.847 -7.977 0.463
H -0.333 -0.812 -4.938 -0.850
H 0.664 -2.023 -3.994 -0.993
H -1.103 -2.378 -4.385 0.005
H -3.613 -3.265 -8.114 0.301
H -2.983 -1.799 -7.680 0.005
C -0.592 -0.013 -1.814 1.782
C 0.490 -0.016 -0.732 0.245
C -0.053 -0.054 0.674 0.917
O -0.971 -1.209 0.677 2.252
C -1.040 -1.780 1.963 -0.489
N 1.270 -1.296 -0.862 0.353
H -1.187 -0.897 -1.839 -0.145
H -0.233 0.109 -2.863 -0.482
H -1.319 0.807 -1.771 -0.250
H 1.077 0.883 -0.779 -1.106
H -0.557 0.845 0.951 -0.499
H 0.798 -0.197 1.335 -1.080
H -1.479 -1.167 2.753 0.463
H -0.107 -2.258 2.240 -1.122
H -1.632 -2.713 1.997 -0.025
H 0.655 -2.119 -0.687 -1.089
H 1.701 -1.407 -1.803 -0.372
C -0.831 5.294 -4.325 -1.228
C 0.170 4.171 -3.875 -0.197
C 0.806 4.446 -2.477 -0.391
O 1.380 3.225 -2.115 0.374
C 2.158 3.342 -0.923 -0.353
N -0.558 2.917 -3.891 0.926
H -1.214 5.034 -5.352 0.174
H -0.405 6.275 -4.392 0.491
H -1.761 5.368 -3.673 0.080
H 0.986 4.036 -4.529 0.568
H 0.008 4.759 -1.722 -0.222
H 1.494 5.269 -2.418 0.575
H 1.555 3.674 -0.028 0.109
H 2.990 4.060 -1.026 0.485
H 2.566 2.328 -0.787 -0.312
H -1.438 3.021 -3.328 -0.531
H -0.025 2.170 -3.421 -0.538
```

**Energy relative to the best compared isomer or geometry (same formula, charge and spin)**: 0.00 kJ/mol
**Net charge**: 0
**Frontier orbital gap**: 8.54 eV
**Lowest unoccupied orbital energy**: 0.0175 hartree